Density functional theory data (the ωB97M-V functional and the def2-TZVPD basis) for a structure of composition C32H31MnN6O3PS2.

Element x y z (Å)
Mn: 0.03848 0.25446 -0.15207
O: 1.99140 -0.56582 -1.58311
C: 1.78782 0.34598 -0.76478
C: 2.85290 1.32158 -0.40650
C: 4.17234 1.28885 -0.84985
C: 5.04449 2.28543 -0.44593
C: 4.60651 3.31898 0.37523
C: 3.28918 3.36360 0.80954
C: 2.41777 2.34981 0.43101
P: 0.64207 2.23900 0.81115
C: 0.51672 2.17246 2.62726
C: 1.59081 2.13878 3.50732
C: 1.36923 2.04422 4.87678
C: 0.07812 1.99396 5.37670
C: -1.00269 2.03488 4.50359
C: -0.78406 2.11701 3.13874
C: 0.09851 3.94374 0.43606
C: 0.02507 4.31086 -0.90680
C: -0.34699 5.59729 -1.26138
C: -0.65703 6.53147 -0.28159
C: -0.58657 6.17280 1.05551
C: -0.20689 4.88524 1.41416
H: 4.48629 0.49193 -1.51247
H: 6.07383 2.27555 -0.78418
H: 5.29519 4.10364 0.66343
H: 2.94439 4.19214 1.41782
H: 2.60416 2.17606 3.12885
H: 2.21427 2.01489 5.55366
H: -0.08842 1.92764 6.44486
H: -2.01472 2.01029 4.89000
H: -1.62188 2.16725 2.44776
H: 0.23206 3.57531 -1.67400
H: -0.40547 5.86663 -2.30862
H: -0.95066 7.53565 -0.56146
H: -0.82372 6.89537 1.82701
H: -0.15373 4.62314 2.46353
C: 1.57877 -4.05752 2.66314
O: 1.36070 -2.65068 2.59572
C: 0.92148 -2.09534 1.47009
O: 0.74079 -0.88880 1.44228
N: 0.71272 -2.85920 0.38131
N: 0.12537 -2.22988 -0.72355
H: 1.88667 -4.25519 3.68449
H: 2.38128 -4.36785 1.99023
H: 0.66271 -4.61140 2.45055
H: 1.06751 -3.79825 0.31760
H: -0.57199 -2.82759 -1.14640
H: 0.82102 -1.84871 -1.37383
N: -5.79824 -2.55511 2.91885
C: -5.29468 -2.87168 1.71136
S: -5.88992 -4.12615 0.81028
C: -4.14541 -2.04477 1.27434
C: -3.28395 -1.43843 2.18242
C: -2.21027 -0.71040 1.70474
N: -1.95551 -0.53781 0.40425
C: -2.80643 -1.09366 -0.46451
C: -3.89017 -1.85448 -0.07906
H: -6.62371 -3.04596 3.22257
H: -5.61775 -1.64694 3.32005
H: -3.39427 -1.55983 3.25391
H: -1.51181 -0.25003 2.39013
H: -2.59125 -0.88818 -1.50701
H: -4.54212 -2.29482 -0.81916
C: -5.92259 1.82740 -2.83894
C: -4.77163 2.03582 -1.90086
C: -4.94870 2.62038 -0.65072
C: -3.81528 2.74092 0.13362
N: -2.61654 2.32664 -0.25166
C: -2.52949 1.75820 -1.47290
S: -0.97382 1.22504 -2.04424
N: -3.57773 1.60940 -2.30077
H: -6.56179 2.71024 -2.88041
H: -6.53835 0.99023 -2.50068
H: -5.54855 1.60138 -3.83471
H: -5.91538 2.97190 -0.31540
H: -3.87266 3.19282 1.12173

Force components x, y, z for each atom (eV/Å):
-1.2 -0.3 0.8
1.0 0.1 -0.4
0.2 -0.4 -0.5
0.2 0.3 0.1
-0.1 0.0 0.0
0.1 -0.1 -0.1
-0.1 0.1 0.1
0.1 0.0 0.0
0.1 -0.1 -0.1
-0.2 -0.1 -0.1
-0.1 0.1 0.1
0.0 -0.1 0.0
0.0 0.0 0.0
0.0 0.0 0.0
0.0 0.0 0.0
0.0 0.1 0.0
0.0 0.0 0.0
0.0 0.0 0.0
0.0 0.0 0.0
0.0 0.0 0.0
0.0 0.0 0.0
0.0 0.0 0.0
0.0 0.0 0.0
0.0 0.0 0.0
0.0 0.0 0.0
0.0 0.0 0.0
0.0 0.0 0.0
0.0 0.0 0.0
0.0 0.0 0.0
0.0 0.0 0.0
0.0 0.0 0.0
0.0 0.0 0.0
0.0 0.0 0.0
0.0 0.0 0.0
0.0 0.0 0.0
0.0 0.0 0.0
0.0 -0.1 0.0
0.1 -0.1 0.0
0.1 0.4 -0.4
-0.2 0.3 0.6
-0.3 -0.2 0.0
-0.1 0.1 0.0
0.0 0.0 0.0
0.0 0.0 0.0
0.0 0.0 0.0
0.0 0.0 -0.1
0.0 0.1 0.1
0.3 -0.2 -0.1
-0.1 0.2 0.0
-0.4 -0.5 -0.1
0.2 0.3 0.2
0.2 0.1 -0.2
0.0 -0.1 0.1
0.1 0.1 -0.1
-0.1 0.0 0.6
0.2 0.2 -0.1
-0.1 0.0 0.0
0.0 0.0 0.0
0.0 -0.1 0.0
0.0 0.0 -0.1
0.0 0.0 0.0
0.0 -0.1 0.0
0.0 0.0 0.0
0.0 0.0 -0.1
0.1 0.0 0.1
0.0 0.0 0.0
0.0 -0.1 -0.1
0.0 -0.1 0.0
0.0 0.4 0.2
0.0 -0.2 -0.2
-0.1 0.0 -0.1
0.0 0.0 0.0
0.0 0.0 0.0
0.0 0.0 0.0
0.0 0.0 0.0
0.0 0.0 0.0

Results
Gap between HOMO and LUMO (spin up / spin down) in Ha: 0.2262 / 0.2130
⟨S²⟩: 0.786
Molecular weight in u: 697.69
Multiplicity: 2

---

Density functional theory data (the ωB97M-V functional and the def2-TZVPD basis) for a structure of composition C32H31NO5P2RuSSe.

Element x y z (Å)
Ru: 0.22979 -1.22000 -0.05044
C: 0.44830 3.18270 0.49306
N: 0.34845 1.73106 0.31861
P: -0.97781 0.83618 -0.25206
C: -1.30711 1.25680 -1.95980
C: -1.26899 0.26285 -2.93754
C: -1.48636 0.59398 -4.26870
C: -1.72995 1.91231 -4.62223
C: -1.76679 2.90851 -3.65019
C: -1.56332 2.58534 -2.32042
C: -2.38296 1.40569 0.70462
C: -3.62746 1.53618 0.08740
C: -4.70639 2.02384 0.81174
C: -4.54218 2.38232 2.14091
C: -3.30271 2.24584 2.75998
C: -2.22316 1.75237 2.04959
P: 1.54338 0.59735 0.62617
C: 2.40063 0.95880 2.12380
C: 3.61015 1.65468 2.07209
C: 4.21999 2.02457 3.26011
C: 3.63411 1.69185 4.47453
C: 2.43694 0.98609 4.52015
C: 1.80971 0.61273 3.34422
C: 2.63872 0.49736 -0.78643
C: 3.67222 -0.40881 -0.72042
C: 4.18398 -1.02823 -1.96820
C: 3.85746 -0.26755 -3.20491
C: 2.92027 0.70681 -3.20720
C: 2.23718 1.05736 -2.01842
H: -0.51512 3.58019 0.81023
H: 0.75960 3.67552 -0.42934
H: 1.17898 3.39845 1.27303
H: -1.05843 -0.76523 -2.67193
H: -1.46016 -0.17670 -5.02747
H: -1.89715 2.16976 -5.66021
H: -1.96343 3.93452 -3.93132
H: -1.61677 3.36160 -1.56514
H: -3.75627 1.26733 -0.95338
H: -5.67104 2.13134 0.33419
H: -5.38165 2.77633 2.69886
H: -3.18127 2.53008 3.79707
H: -1.26000 1.64051 2.53052
H: 4.06452 1.90717 1.12170
H: 5.15369 2.56992 3.23749
H: 4.11945 1.98225 5.39720
H: 1.99884 0.72288 5.47333
H: 0.88164 0.05474 3.36204
H: 4.01343 -0.81589 0.22339
H: 5.24397 -1.26379 -1.90794
H: 4.36770 -0.56046 -4.11297
H: 2.67269 1.22049 -4.12674
H: 1.41837 1.76353 -2.05534
O: 3.61349 -2.42625 -2.08942
Se: 2.07526 -2.93047 -1.50801
O: 1.95402 -2.49982 0.10725
O: 0.84470 -1.98880 -2.10540
O: 2.02042 -4.48283 -1.83137
C: -2.27226 -2.84379 3.27621
S: -2.11273 -1.69252 1.92863
O: -0.79793 -0.93905 2.17301
C: -1.67539 -2.77754 0.58894
C: -2.42209 -2.70932 -0.59753
C: -2.19850 -3.64484 -1.59349
C: -1.26558 -4.65558 -1.39502
C: -0.52514 -4.72962 -0.21689
C: -0.71190 -3.78819 0.77569
H: -1.30245 -3.29044 3.49068
H: -3.01108 -3.59563 2.99745
H: -2.62634 -2.27319 4.13377
H: -3.18427 -1.94581 -0.71084
H: -2.76731 -3.59809 -2.51240
H: -1.10794 -5.40010 -2.16410
H: 0.20503 -5.51552 -0.08263
H: -0.14971 -3.85614 1.69822

Force components x, y, z for each atom (eV/Å):
0.7 0.2 0.8
0.1 0.1 -0.1
0.0 0.0 0.3
0.1 0.3 -0.4
0.0 0.0 -0.1
0.0 0.1 0.0
0.0 0.0 0.0
0.0 0.0 0.0
0.0 0.0 0.0
0.0 0.0 0.0
0.0 -0.1 0.0
0.0 -0.1 0.0
0.0 0.0 0.0
0.0 0.0 0.0
0.0 0.0 0.0
0.0 0.0 0.0
-0.5 0.2 -0.6
-0.1 -0.2 0.1
0.0 0.0 0.1
0.0 0.0 0.0
0.0 0.0 0.0
0.0 0.0 0.0
0.1 0.1 0.0
0.1 0.1 -0.1
0.0 -0.1 -0.1
-0.1 0.2 0.0
0.0 -0.2 0.0
-0.1 0.1 0.0
0.1 0.0 0.0
0.0 0.0 0.0
0.0 0.0 0.0
0.0 0.0 0.0
0.0 0.0 0.0
0.0 0.0 0.0
0.0 0.0 0.0
0.0 0.0 0.0
0.0 0.0 0.0
0.0 0.0 0.0
0.0 0.0 0.0
0.0 0.0 0.0
0.0 0.0 0.0
0.0 0.0 0.0
0.0 0.0 0.0
0.0 0.0 0.0
0.0 0.0 0.0
0.0 0.0 0.0
0.0 0.0 0.0
0.0 0.0 0.0
0.0 0.0 0.0
0.0 0.0 0.0
0.0 0.0 0.0
0.0 0.0 0.0
-0.1 0.0 0.0
0.1 -0.6 -0.2
-0.2 0.0 -0.3
0.0 0.0 0.3
0.0 0.4 0.1
0.1 0.0 0.1
-0.1 0.2 -0.1
0.2 -0.2 -0.2
-0.1 -0.3 0.0
0.0 0.1 0.0
0.0 0.0 0.0
0.0 0.0 0.0
0.0 0.0 -0.1
-0.2 -0.1 0.0
-0.1 0.0 0.0
0.0 0.0 0.0
0.0 0.0 0.0
0.0 0.0 0.0
0.0 0.0 0.0
0.0 0.0 0.0
0.0 0.0 0.0
0.0 0.1 0.0

Results
Gap between HOMO and LUMO (spin up / spin down) in Ha: 0.2418 / 0.2534
⟨S²⟩: 6.076
Molecular weight in u: 783.65
Charge: +2
Multiplicity: 5

---

Density functional theory data (the ωB97M-V functional and the def2-TZVPD basis) for a structure of composition C32H32AsBrF6InN5O2Sb.

Element x y z (Å)
In: 0.08339 -1.23922 -1.29539
C: 2.67828 -0.29671 -3.02692
N: 1.29935 -0.65996 -3.34093
C: 1.11487 -1.72470 -4.32392
C: 0.52200 -2.95136 -3.70707
N: 0.09016 -3.02772 -2.46561
C: -0.51597 -4.25310 -2.30619
C: -1.19648 -4.80548 -1.22917
C: -1.77011 -6.04575 -1.42351
C: -1.64849 -6.73221 -2.63592
C: -0.94522 -6.20647 -3.70190
C: -0.39868 -4.94378 -3.52862
N: 0.27836 -4.08645 -4.37574
C: 2.95492 -0.36884 -1.55916
N: 2.20247 -1.01434 -0.69442
C: 2.82677 -0.91738 0.53525
C: 2.51959 -1.44633 1.78467
C: 3.36330 -1.12995 2.83071
C: 4.50002 -0.33760 2.65314
C: 4.85200 0.15141 1.41129
C: 3.99974 -0.15395 0.36125
N: 4.04231 0.16354 -0.98106
H: 2.91376 0.71172 -3.38833
H: 3.37244 -0.99190 -3.51803
H: 0.80319 0.16760 -3.65912
H: 2.06237 -1.97949 -4.81494
H: 0.42021 -1.39570 -5.10644
H: -1.27665 -4.27072 -0.29360
H: -2.34708 -6.49395 -0.63031
H: -2.12774 -7.69252 -2.74550
H: -0.84601 -6.73811 -4.63349
H: 0.48032 -4.26999 -5.34702
H: 1.67131 -2.09630 1.92723
H: 3.15231 -1.52291 3.81269
H: 5.12731 -0.12546 3.50338
H: 5.75434 0.72343 1.25986
H: 4.78216 0.67955 -1.43572
C: -3.79070 3.99298 -0.08973
As: -2.52521 2.52217 0.17200
C: -2.51914 2.36625 2.14498
C: -0.77095 3.33782 -0.43922
C: -0.37114 4.26402 0.62456
C: -0.79199 5.60094 0.62865
C: -0.33575 6.46871 1.60039
C: 0.51970 6.01273 2.59802
C: 0.93971 4.68587 2.60638
C: 0.48798 3.81554 1.63843
H: -3.57089 4.78984 0.61920
H: -4.81132 3.65451 0.07760
H: -3.72567 4.35910 -1.11136
H: -3.03862 3.21044 2.59463
H: -1.51088 2.29397 2.54333
H: -3.05672 1.45393 2.40221
H: -1.00370 3.81725 -1.39194
H: -0.05289 2.53110 -0.57250
H: -1.44062 5.95591 -0.16206
H: -0.64108 7.50396 1.58550
H: 0.85658 6.68790 3.36885
H: 1.61979 4.34099 3.36983
H: 0.81977 2.78469 1.61699
Br: -0.90266 -0.99211 7.26335
C: -0.80350 -0.93273 5.37104
C: -0.03985 0.05462 4.75561
C: 0.03273 0.10154 3.37902
C: -0.65364 -0.83960 2.61171
C: -1.39516 -1.84254 3.23524
C: -1.47988 -1.88190 4.61190
C: -0.51508 -0.85061 1.14270
O: -0.65617 -1.95495 0.55686
O: -0.20259 0.18327 0.51116
H: 0.50692 0.76017 5.36025
H: 0.64843 0.83815 2.88667
H: -1.89590 -2.58134 2.62895
H: -2.05864 -2.64489 5.10627
F: -2.50236 -0.24317 -1.06709
Sb: -2.51842 0.52755 -2.85392
F: -0.68080 1.08186 -2.33197
F: -3.07576 2.31905 -2.57139
F: -1.96274 1.03452 -4.58742
F: -4.25112 -0.11646 -3.01554
F: -1.67489 -1.14994 -3.32955

Force components x, y, z for each atom (eV/Å):
0.2 0.4 -0.3
0.5 0.1 -0.1
-0.5 0.3 0.3
0.0 -0.3 -0.5
0.1 -0.1 0.0
0.3 0.7 0.0
-0.2 -0.9 -0.6
0.0 0.0 0.0
0.0 0.1 0.1
0.1 0.0 -0.1
0.0 0.0 -0.1
-0.4 -0.1 0.9
0.1 0.1 -0.1
0.1 0.0 -0.1
-0.4 0.0 -0.7
0.9 0.4 0.5
0.0 0.0 -0.1
-0.1 -0.1 0.0
0.1 0.1 -0.1
0.0 0.0 0.0
-0.4 -0.4 0.6
0.0 0.0 -0.3
0.0 -0.2 0.0
-0.1 0.2 0.0
0.0 -0.1 0.1
-0.2 0.1 0.1
0.1 0.0 0.1
-0.1 0.0 0.1
0.0 -0.1 0.1
0.0 -0.1 0.0
0.0 -0.1 -0.1
0.1 0.1 0.0
-0.1 -0.1 0.0
0.0 0.0 0.1
0.1 0.0 0.1
0.1 0.1 0.0
-0.1 -0.1 -0.1
-0.1 -0.3 -0.2
0.3 1.5 1.0
-0.1 -0.4 -0.3
-0.1 -0.5 -0.2
0.1 0.4 0.4
0.1 -0.3 -0.1
0.0 0.0 0.2
-0.1 -0.1 -0.1
-0.1 0.1 0.1
0.0 0.1 -0.3
0.1 -0.1 0.1
0.0 -0.1 0.1
0.1 0.0 0.0
0.0 0.1 -0.2
0.0 0.0 -0.2
0.0 0.0 0.0
-0.1 -0.1 0.1
-0.3 0.0 0.0
0.0 0.0 0.0
0.0 0.1 0.0
0.1 0.1 0.0
0.1 0.0 0.1
0.0 -0.1 0.0
0.0 0.0 -0.4
0.0 0.0 0.1
0.0 -0.1 0.2
-0.2 -0.1 -0.2
-0.1 0.0 0.2
0.2 0.2 -0.1
0.0 0.1 0.3
-0.2 0.6 1.9
-0.1 -1.1 -1.1
0.3 0.3 -1.0
0.0 0.1 0.1
0.1 0.1 0.0
-0.1 -0.1 0.0
-0.1 -0.1 0.0
0.2 0.5 -0.6
0.8 0.1 -0.7
-0.5 -0.7 0.2
0.1 -0.6 0.4
-0.5 -0.2 0.4
0.2 0.2 -0.3
0.0 0.3 0.5

Results
Gap between HOMO and LUMO (spin up / spin down) in Ha: 0.2921 / 0.2071
⟨S²⟩: 0.760
Molecular weight in u: 1024.03
Charge: +2
Multiplicity: 2